<w>
One molecule with the formula C3H6FNOS. Source: the OMol25 dataset; level of theory: ωB97M-V with the def2-TZVPD basis set.

The geometry in ORCA input format:
```
! RIJCOSX wB97M-V def2-TZVPD def2/J DEFGRID3
* xyz 0 1
C 1.58156 0.24193 -0.42774
C -1.26355 -0.50788 0.69810
C -1.99276 0.56470 -0.10862
H 3.10145 -1.47374 -0.62163
H 3.74909 0.21888 -0.49611
H -1.65790 -1.58757 1.12078
H -0.93007 -0.02916 1.70260
H -2.92139 0.63738 0.56511
H -1.59999 1.65827 -0.12473
N 2.76087 -0.31807 -0.73185
O 1.47426 1.39990 0.04785
F -2.49161 0.06974 -1.36846
S 0.19003 -0.87437 -0.25530
*
```

HOMO energy in eV: -9.18
HOMO-LUMO gap in eV: 9.502
SMILES: NC(=O)SCCF

=====

<x>
A 2-piece molecular cluster, C3H6FNOS overall. Source: the OMol25 dataset; level of theory: ωB97M-V with the def2-TZVPD basis set.

The geometry in ORCA input format:
```
! RIJCOSX wB97M-V def2-TZVPD def2/J DEFGRID3
* xyz 0 1
C -0.78109 -1.62769 0.48586
C -1.24762 0.84692 0.16867
C -1.10675 -0.49915 -0.37219
N 2.38150 1.01717 -0.59712
O -0.30348 -2.69687 0.16091
F 2.23188 0.49994 0.81059
S -2.80095 -0.05094 -0.09625
H -1.13332 -1.44797 1.56048
H -1.24641 1.79575 -0.50832
H -0.88087 0.95982 1.22449
H -0.76668 -0.79370 -1.33684
H 2.66723 0.17440 -1.04470
H 2.98655 1.82233 -0.45557
*
```

HOMO energy in eV: -9.29
HOMO-LUMO gap in eV: 10.033
SMILES: O=C[C@@H]1CS1.NF

=====

Which structure is the most stable? The one labeled <w>.

=====

<w>
C3H6F2N2 as an isolated structure. Source: the OMol25 dataset; level of theory: ωB97M-V with the def2-TZVPD basis set.

The geometry in ORCA input format:
```
! RIJCOSX wB97M-V def2-TZVPD def2/J DEFGRID3
* xyz 0 1
C -0.46447 0.85002 0.56515
C -0.36926 -0.55534 1.11199
C 0.77127 -0.31161 -0.98586
N 0.30415 0.97294 -0.60357
N -0.01769 -1.26416 -0.25509
F 2.13930 -0.43861 -0.74382
F -1.16588 -1.40908 -1.02153
H -1.58518 1.15218 0.38019
H -0.01628 1.49415 1.36399
H 0.41638 -0.78647 1.90658
H -1.24754 -1.11035 1.42578
H 0.71288 -0.57705 -2.29774
H 0.52232 1.98339 -0.84605
*
```

HOMO energy in eV: -9.33
HOMO-LUMO gap in eV: 10.277

=====

<x>
One molecule with the formula C3H6F2N2. Source: the OMol25 dataset; level of theory: ωB97M-V with the def2-TZVPD basis set.

The geometry in ORCA input format:
```
! RIJCOSX wB97M-V def2-TZVPD def2/J DEFGRID3
* xyz 0 1
C 0.86463 -0.17573 0.44856
C -0.05454 1.03372 0.12382
C -0.36856 -0.33738 -0.35432
H 2.44222 0.37570 -0.69870
H 2.80907 -0.45863 0.70678
H 0.76759 -0.65662 1.43767
H 0.23700 1.73342 -0.63553
H -0.29247 1.88459 1.98126
H -1.51360 0.93280 1.48721
N 2.19423 -0.44409 -0.11032
N -0.87455 1.63088 1.14916
F -1.42509 -0.98815 0.25981
F -0.39011 -0.70545 -1.68858
*
```

HOMO energy in eV: -9.12
HOMO-LUMO gap in eV: 9.901
SMILES: N[C@H]1[C@H](N)C1(F)F

=====

<y>
A 2-piece molecular cluster, C3H6F2N2 overall. Source: the OMol25 dataset; level of theory: ωB97M-V with the def2-TZVPD basis set.

The geometry in ORCA input format:
```
! RIJCOSX wB97M-V def2-TZVPD def2/J DEFGRID3
* xyz 0 1
C -0.11765 -0.31873 -1.21414
C 1.32311 0.29870 -1.05476
C 0.38878 0.33227 0.93874
N -0.49373 -0.46309 0.19004
N 1.44033 0.73065 0.35959
F 0.52468 0.52346 2.28261
F -0.76710 0.50597 -2.10685
H -2.52611 0.00254 2.38366
H -0.22039 -1.26889 -1.82782
H 2.22419 -0.30261 -1.34223
H 1.29800 1.17699 -1.72250
H -1.83885 -0.19927 2.57141
H -1.23525 -1.01799 0.54226
*
```

HOMO energy in eV: -9.72
HOMO-LUMO gap in eV: 10.684
SMILES: FC1=NC[C@H](F)N1.[H][H]

=====

Which structure is the most stable? The one labeled <x>.

=====

<w>
One molecule with the formula C2H2N2O2S. Source: the OMol25 dataset; level of theory: ωB97M-V with the def2-TZVPD basis set.

The geometry in ORCA input format:
```
! RIJCOSX wB97M-V def2-TZVPD def2/J DEFGRID3
* xyz 0 1
C 0.11762 1.37179 0.80528
C -0.46948 0.18540 -0.87678
H 0.24802 -2.57389 -0.01882
H 0.26355 2.16660 1.51446
N -0.17523 -0.72565 0.19159
N -0.21281 1.46988 -0.40753
O 0.72797 -1.75273 -0.05794
O 0.39529 0.10650 1.24644
S -0.89492 -0.24789 -2.39670
*
```

HOMO energy in eV: -9.11
HOMO-LUMO gap in eV: 8.477
SMILES: On1ocnc1=S

=====

<x>
A 2-piece molecular cluster, C2H2N2O2S overall. Source: the OMol25 dataset; level of theory: ωB97M-V with the def2-TZVPD basis set.

The geometry in ORCA input format:
```
! RIJCOSX wB97M-V def2-TZVPD def2/J DEFGRID3
* xyz 0 1
C -0.81118 -1.16178 -0.11620
C 1.12189 -0.29218 -0.28956
H -0.42971 1.97993 1.44518
H -1.68455 -1.69055 0.05956
N 0.03348 0.73450 -0.58514
N 0.39180 -1.56836 -0.00441
O -0.05034 1.91040 -0.08164
O -1.28597 0.06489 -0.27311
S 2.71458 0.02315 -0.15468
*
```

HOMO energy in eV: -9.43
HOMO-LUMO gap in eV: 7.767

=====

<y>
C2H2N2O2S as an isolated structure. Source: the OMol25 dataset; level of theory: ωB97M-V with the def2-TZVPD basis set.

The geometry in ORCA input format:
```
! RIJCOSX wB97M-V def2-TZVPD def2/J DEFGRID3
* xyz 0 1
C 0.67762 -0.55657 -1.11604
C -0.29604 0.30138 -0.46096
N 1.33299 -1.38438 -0.35046
N -0.40322 -0.16581 0.86056
O -0.91935 1.26161 -0.77741
O -1.09185 0.66250 1.68016
S 1.00828 -1.17267 1.17778
H 1.06031 -0.38061 -2.02968
H -1.36875 1.43456 1.01604
*
```

HOMO energy (spin up / spin down) in eV: -9.17 / -9.17
HOMO-LUMO gap (spin up / spin down) in eV: 8.882 / 8.883

=====

<z>
A 2-piece molecular cluster, C2H2N2O2S overall. Source: the OMol25 dataset; level of theory: ωB97M-V with the def2-TZVPD basis set.

The geometry in ORCA input format:
```
! RIJCOSX wB97M-V def2-TZVPD def2/J DEFGRID3
* xyz 0 1
C 0.27706 -1.40846 -0.18815
C 1.03568 -0.23468 -0.47022
N -0.45578 -2.22629 -0.00309
N -1.17871 0.87118 -0.32931
O -2.16516 0.57657 -0.94587
O -1.06379 1.28961 0.77968
S 1.61725 0.67556 0.86019
H 1.18944 0.19020 -1.46626
H 0.74402 0.26629 1.76303
*
```

HOMO energy (spin up / spin down) in eV: -10.44 / -8.83
HOMO-LUMO gap (spin up / spin down) in eV: 8.812 / 6.879

=====

Which structure is the most stable? The one labeled <y>.

=====

<w>
A 2-piece molecular cluster, C2H2N2O2S overall. Source: the OMol25 dataset; level of theory: ωB97M-V with the def2-TZVPD basis set.

The geometry in ORCA input format:
```
! RIJCOSX wB97M-V def2-TZVPD def2/J DEFGRID3
* xyz 0 1
C -0.67364 0.08745 0.10396
C 1.56997 -0.29131 -0.13752
H -2.34538 1.06799 -0.62249
H 1.73346 1.81614 0.97102
N -0.16418 1.27298 0.10362
N 1.13456 1.07176 -0.26450
O 2.70044 -0.67816 0.10966
O 0.29490 -0.89592 -0.06714
S -2.22009 -0.34260 0.03993
*
```

HOMO energy in eV: -9.17
HOMO-LUMO gap in eV: 8.190

=====

<x>
One molecule with the formula C2H2N2O2S. Source: the OMol25 dataset; level of theory: ωB97M-V with the def2-TZVPD basis set.

The geometry in ORCA input format:
```
! RIJCOSX wB97M-V def2-TZVPD def2/J DEFGRID3
* xyz 0 1
C -1.25222 -1.03799 -0.01914
C 0.82155 -0.35034 -0.04577
H 1.15987 1.96701 -0.04873
H -1.95205 -1.80304 0.02368
N -0.13108 0.69651 0.02954
N -1.40958 0.23697 0.12152
O 0.21095 2.06296 -0.05119
O 0.05687 -1.45752 -0.05390
S 2.49570 -0.31457 0.04400
*
```

HOMO energy in eV: -8.86
HOMO-LUMO gap in eV: 9.509
SMILES: On1ncoc1=S

=====

<y>
A 2-piece molecular cluster, C2H2N2O2S overall. Source: the OMol25 dataset; level of theory: ωB97M-V with the def2-TZVPD basis set.

The geometry in ORCA input format:
```
! RIJCOSX wB97M-V def2-TZVPD def2/J DEFGRID3
* xyz 0 1
C 2.24326 -1.17042 -0.06327
C -1.39092 2.08636 -0.16468
N 1.16496 -1.61859 0.06829
N -1.20079 -0.33791 -0.09173
O -1.35730 3.23566 0.10130
O -1.45710 0.94989 0.16089
S 3.77728 -1.08436 0.06595
H 0.23454 -1.21681 -0.25971
H -2.01392 -0.84382 0.18295
*
```

HOMO energy in eV: -8.75
HOMO-LUMO gap in eV: 7.271

=====

<z>
One molecule with the formula C2H2N2O2S. Source: the OMol25 dataset; level of theory: ωB97M-V with the def2-TZVPD basis set.

The geometry in ORCA input format:
```
! RIJCOSX wB97M-V def2-TZVPD def2/J DEFGRID3
* xyz 0 1
C -0.13384 0.09181 0.91236
C -0.73504 0.04011 -1.11898
H 0.93094 0.28899 2.44812
H 0.99572 -0.86475 -1.49761
N -1.18063 0.17594 0.24841
N 0.61636 -0.03401 -1.07453
O -0.02718 0.14174 2.28898
O 1.01111 -0.12755 0.22904
S -1.47745 0.28772 -2.43578
*
```

HOMO energy in eV: -9.07
HOMO-LUMO gap in eV: 9.299
SMILES: Oc1nc(=S)[nH]o1

=====

Which structure is the most stable? The one labeled <z>.

=====

<w>
One molecule with the formula C2H2N2O2S. Source: the OMol25 dataset; level of theory: ωB97M-V with the def2-TZVPD basis set.

The geometry in ORCA input format:
```
! RIJCOSX wB97M-V def2-TZVPD def2/J DEFGRID3
* xyz 0 1
C -0.94334 0.45899 0.26722
C -1.52275 -0.84585 -0.09372
N 0.29931 0.71267 0.44521
N 1.43879 0.24572 0.55897
O 3.13432 0.61214 -1.37623
O -1.07054 -1.85265 -0.49468
S 2.96186 0.23053 0.07770
H -1.67973 1.10198 0.56207
H -2.61792 -0.66353 0.05346
*
```

HOMO energy in eV: -9.09
HOMO-LUMO gap in eV: 8.069

=====

<x>
A 2-piece molecular cluster, C2H2N2O2S overall. Source: the OMol25 dataset; level of theory: ωB97M-V with the def2-TZVPD basis set.

The geometry in ORCA input format:
```
! RIJCOSX wB97M-V def2-TZVPD def2/J DEFGRID3
* xyz 0 1
C -0.21521 1.47615 0.10501
C -0.03948 0.24879 -0.56193
N -0.19549 2.39478 0.77214
N 2.31009 0.42368 0.11082
O 3.08217 1.23444 -0.18424
O 2.23452 -0.46709 0.86705
S -0.30762 -1.32140 0.15401
H -0.40173 0.41102 -1.64278
H -0.22236 -1.15702 1.48575
*
```

HOMO energy (spin up / spin down) in eV: -9.87 / -8.85
HOMO-LUMO gap (spin up / spin down) in eV: 8.457 / 7.650

=====

Which structure is the most stable? The one labeled <w>.